Entry 1:
Here is C27H45CuN5OP as an isolated structure from the OMol25 dataset. Energies are from ωB97M-V/def2-TZVPD.

Calculated values
* HOMO: -5.341 eV
* orbital gap: 5.509 eV

Last column: Mulliken charge in e.
Positions of all 80 atoms, in Å:
1 Cu 1.954 -1.028 -1.331  -0.41
2 N -0.192 -0.491 -4.634  -0.15
3 C 0.555 0.618 -4.941  -0.64
4 C 1.343 0.852 -3.856  -0.48
5 N 1.092 -0.073 -2.879  0.29
6 C 0.166 -0.881 -3.373  0.11
7 C -0.247 -2.053 -2.662  0.29
8 N 0.278 -2.363 -1.490  0.27
9 C -0.248 -3.576 -1.149  -0.46
10 C -1.111 -4.006 -2.111  -0.76
11 N -1.105 -3.031 -3.079  -0.10
12 H -0.892 -0.907 -5.220  0.16
13 H 0.458 1.132 -5.882  0.45
14 H 2.073 1.632 -3.723  0.47
15 H 0.020 -4.071 -0.230  0.43
16 H -1.710 -4.895 -2.202  0.44
17 H -1.618 -3.062 -3.941  0.15
18 N 4.250 -2.982 1.549  -0.41
19 C 3.837 -2.061 0.634  0.55
20 O 2.862 -1.348 0.854  -0.54
21 C 4.636 -1.973 -0.639  -0.78
22 C 3.674 -2.024 -1.843  -0.69
23 H 3.653 -3.183 2.334  0.21
24 H 4.917 -3.684 1.282  0.21
25 H 5.410 -2.753 -0.645  0.33
26 H 5.139 -1.002 -0.629  0.20
27 H 3.439 -3.080 -2.043  0.31
28 H 4.202 -1.658 -2.730  0.35
29 C -4.517 0.595 -0.409  -0.79
30 C -3.636 1.417 -1.363  -1.09
31 C -2.154 1.024 -1.248  -0.26
32 C -1.810 0.598 0.182  0.27
33 C -2.559 -0.713 0.489  -0.65
34 C -3.921 -0.797 -0.223  -0.98
35 P 0.040 0.350 0.391  1.08
36 C 0.682 2.100 0.655  -0.09
37 C 1.217 2.644 -0.680  -0.17
38 C 1.539 4.132 -0.584  -1.18
39 C 0.258 4.954 -0.349  -0.93
40 C -0.824 4.137 0.373  -0.38
41 C -0.206 3.147 1.358  -1.22
42 C 0.198 -0.252 2.153  -0.06
43 C -0.602 0.470 3.250  -0.63
44 C -0.777 -0.419 4.494  -0.95
45 C 0.472 -1.264 4.733  -0.89
46 C 0.711 -2.248 3.569  -0.42
47 C 0.031 -1.773 2.279  -0.40
48 H -5.535 0.531 -0.797  0.50
49 H -4.578 1.087 0.566  0.32
50 H -3.758 2.482 -1.148  0.23
51 H -3.971 1.261 -2.392  0.48
52 H -1.530 1.857 -1.578  0.08
53 H -1.935 0.189 -1.916  -0.10
54 H -2.148 1.388 0.862  0.84
55 H -2.715 -0.797 1.567  0.22
56 H -1.944 -1.562 0.179  -0.11
57 H -4.599 -1.430 0.353  0.53
58 H -3.809 -1.267 -1.206  0.27
59 H 1.553 1.916 1.295  0.69
60 H 0.482 2.496 -1.474  -0.13
61 H 2.100 2.068 -0.957  0.43
62 H 2.034 4.468 -1.498  0.44
63 H 2.245 4.291 0.237  0.36
64 H -0.137 5.307 -1.306  0.35
65 H 0.500 5.842 0.241  0.35
66 H -1.432 3.594 -0.356  -0.25
67 H -1.499 4.812 0.903  0.55
68 H -0.995 2.672 1.943  0.36
69 H 0.407 3.714 2.067  0.57
70 H 1.266 -0.075 2.317  0.67
71 H -1.592 0.764 2.888  -0.02
72 H -0.077 1.384 3.538  0.35
73 H -1.641 -1.079 4.370  0.29
74 H -0.982 0.205 5.368  0.53
75 H 0.384 -1.804 5.677  0.47
76 H 1.328 -0.589 4.829  0.37
77 H 0.349 -3.246 3.833  0.52
78 H 1.784 -2.327 3.389  -0.25
79 H -1.023 -2.050 2.301  0.45
80 H 0.491 -2.253 1.414  -0.45



Entry 2:
Here is a single C4H8O2 molecule from the OMol25 dataset. Energies are from ωB97M-V/def2-TZVPD.

Calculated values
* SMILES: OC[C@H]1C[C@H]1O
* HOMO: -9.716 eV
* orbital gap: 10.579 eV

Last column: Mulliken charge in e.
Positions of all 14 atoms, in Å:
1 O -1.434 0.646 1.395  -0.53
2 C -0.707 -0.552 1.187  -0.63
3 C 0.614 -0.202 0.523  0.15
4 C 1.160 -0.502 -0.850  -0.88
5 C 0.457 0.787 -0.627  0.15
6 O -0.800 0.902 -1.268  -0.56
7 H -1.985 0.796 0.620  0.30
8 H -1.294 -1.295 0.630  0.27
9 H -0.539 -0.944 2.195  0.33
10 H 1.418 -0.037 1.249  0.27
11 H 0.659 -1.212 -1.505  0.28
12 H 2.238 -0.474 -0.946  0.24
13 H 0.924 1.761 -0.527  0.32
14 H -0.779 0.349 -2.062  0.28



What is the HOMO in the second record?
-9.716 eV



HOMO of number 2 (C4H8O2)?
-9.716 eV



Among the records above, which one has the lowest orbital gap?
C27H45CuN5OP